Density functional theory data (wB97M-V/def2-TZVPD) for a structure of composition C29H29BN7O3S4Zn.

The largest force on an atom comes out at 0.7 eV/A. The calculated total energy comes out at -5128.65719 a.u.

Geometry as ORCA input:
```
! RIJCOSX wB97M-V def2-TZVPD def2/J DEFGRID3
* xyz -1 1
Zn -0.22 0.34 0.20
C -8.33 1.22 2.35
C -6.83 1.07 2.42
C -6.13 1.49 3.55
C -4.75 1.39 3.60
C -4.06 0.86 2.52
C -4.74 0.42 1.40
C -6.12 0.53 1.36
S -2.26 0.91 2.58
O -1.93 2.24 2.15
O -1.88 0.52 3.91
N -1.81 -0.15 1.44
C -1.99 -1.50 1.70
C -2.80 -2.05 2.69
C -2.98 -3.43 2.80
C -2.42 -4.31 1.92
C -1.58 -3.81 0.90
C -0.96 -4.62 -0.08
C -0.12 -4.06 -1.00
C 0.12 -2.68 -0.95
N -0.47 -1.89 -0.08
C -1.33 -2.42 0.82
H -8.73 1.67 3.25
H -8.80 0.24 2.22
H -8.61 1.84 1.49
H -6.67 1.90 4.40
H -4.18 1.71 4.47
H -4.19 -0.02 0.58
H -6.66 0.19 0.48
H -3.28 -1.40 3.41
H -3.61 -3.81 3.60
H -2.58 -5.38 2.00
H -1.17 -5.69 -0.08
H 0.36 -4.66 -1.76
H 0.82 -2.21 -1.63
O -1.09 2.19 -0.55
N -2.13 1.87 -1.27
C -3.29 2.52 -1.10
C -4.40 2.22 -1.86
C -4.32 1.19 -2.79
C -3.12 0.51 -2.95
C -1.99 0.86 -2.20
S -0.45 0.17 -2.38
H -3.28 3.27 -0.32
H -5.31 2.77 -1.71
H -5.18 0.91 -3.39
H -3.01 -0.29 -3.66
C 1.25 3.64 1.02
N 2.52 2.96 1.18
C 3.75 3.54 1.03
C 4.67 2.57 1.26
N 4.01 1.40 1.53
B 4.91 0.10 1.75
N 4.09 -1.12 2.18
C 3.83 -1.45 3.49
C 3.00 -2.50 3.53
N 2.74 -2.85 2.21
C 1.83 -3.88 1.80
C 3.42 -1.99 1.38
S 3.41 -2.08 -0.30
C 2.69 1.65 1.49
S 1.38 0.63 1.95
H 1.44 4.71 0.99
H 0.58 3.39 1.83
H 0.76 3.33 0.10
H 3.87 4.58 0.78
H 5.74 2.62 1.26
H 5.66 0.38 2.65
H 5.48 -0.12 0.72
H 4.27 -0.87 4.30
H 2.57 -3.05 4.35
H 2.13 -4.84 2.20
H 1.85 -3.92 0.71
H 0.82 -3.65 2.14
*
```